Entry 1:
The following is a quantum chemistry calculation of one molecule with the formula C20H33N3O3, from the Open Molecules 2025 dataset.

## Properties
E_HOMO: -7.39 eV
orbital gap: 7.69 eV
spin multiplicity: 1
structure (SMILES): CC(C)(C)NC[C@H](O)COc1ccc(NC(=O)NC2CCCCC2)cc1

Positions of all 59 atoms, in Å:
1 H 2.64811 0.39730 -0.17532
2 H 3.69517 -3.36008 1.85457
3 H 0.38748 -1.99626 -2.82311
4 H -3.51105 4.35264 -1.26650
5 C 1.59333 -0.16910 3.90713
6 H 0.26306 0.72517 4.91875
7 C 3.21799 -1.18095 2.13770
8 N 0.46166 0.59224 3.91468
9 H 4.13826 -2.32863 -0.68278
10 H 2.60480 -1.87057 -1.52702
11 H -3.34672 3.27362 -3.56096
12 C 2.78816 -2.57502 1.86058
13 H 3.65762 -1.15637 3.38294
14 H -1.56228 3.81576 -1.27720
15 H -3.74401 2.10299 2.50487
16 H -2.66000 -1.89240 -0.58239
17 H 1.24499 -0.09221 1.95387
18 H -2.17993 -1.89302 -4.56774
19 H -0.13090 3.01444 0.05744
20 N 1.94307 -0.30839 2.49888
21 H 4.26722 0.67323 1.74047
22 H -0.12394 -0.60637 -3.88848
23 C -0.39220 1.28780 3.09960
24 C 3.57505 -0.21580 -0.11247
25 C -0.17299 -1.13448 -2.80025
26 H -1.17832 -2.70001 -0.86085
27 C -1.77414 -1.98159 -0.97351
28 O -2.97669 3.04214 0.24490
29 H 2.09983 -3.62843 -0.00412
30 H -3.83142 1.72616 -1.73520
31 C -1.96227 2.64018 1.10006
32 H 0.36072 -0.42692 -2.27351
33 N -2.37054 -0.04668 -2.40917
34 H -1.83234 0.87075 -0.79938
35 H 2.13963 -2.99411 2.52662
36 H 4.19327 0.04405 -0.92829
37 C 3.24683 -1.75250 -0.71174
38 C -1.80419 1.17879 -1.83840
39 H -1.86277 -3.26193 -3.18225
40 C -2.59459 1.89967 2.41593
41 H -2.27313 1.05665 4.06507
42 H 1.25404 1.74566 1.77480
43 C -1.84048 1.46714 3.33210
44 O 2.48538 -0.23791 4.61792
45 H 5.03054 -0.79597 1.35101
46 C -1.54190 -1.04294 -2.35261
47 H -3.44001 -2.40365 -3.07369
48 H -2.52048 0.14145 -3.29627
49 H -1.11081 -1.20370 -0.35058
50 C 4.06297 -0.39821 1.26067
51 C 2.14541 -2.44552 0.36699
52 C -0.70212 2.39360 0.96237
53 H 1.08891 -1.94126 0.41066
54 C -2.18082 -2.28376 -3.39905
55 C -2.94964 2.29167 -1.98525
56 C -2.66648 3.63412 -0.96498
57 O -2.71037 2.51371 -3.42300
58 C 0.16434 1.92360 1.70062
59 H -0.81030 1.52019 -2.13509

---

Entry 2:
The following is a quantum chemistry calculation of C20H33N3O7PRbS7Sb as an isolated structure, from the Open Molecules 2025 dataset.

## Properties
E_HOMO (alpha / beta): -0.72 / -1.75 eV
orbital gap (alpha / beta): 3.82 / 4.85 eV
net charge: -2
spin multiplicity: 2

Positions of all 73 atoms, in Å:
1 C 2.34520 2.94788 -3.45525
2 H -0.48416 1.06889 4.26043
3 C 4.37462 1.65806 -3.06469
4 S -4.90024 3.72670 0.23884
5 O 5.29933 2.55411 -5.44803
6 O 5.71333 -0.13632 -1.62072
7 H 1.80489 -2.07730 -0.08203
8 H -0.79766 0.47651 -3.05678
9 C 2.50695 1.51511 -1.41247
10 H -4.06514 -0.73899 4.48149
11 H 1.37012 -0.09705 4.47458
12 H -0.64652 -1.11927 4.63366
13 Sb -2.94546 3.14702 -1.25288
14 H -1.47249 3.85920 3.50392
15 H 2.64782 -0.79634 3.47949
16 N 4.24830 3.04208 -5.05033
17 H 0.13783 -2.66855 4.32570
18 C -0.29128 -0.38200 -3.50337
19 H -2.11030 -1.51094 -3.38429
20 H -3.25111 -2.84773 -1.45345
21 O 3.64568 3.91555 -5.65347
22 H -1.54422 -3.24408 2.60615
23 H 0.74936 -0.40405 -3.16945
24 H -2.28919 -2.95402 4.17433
25 S 0.45687 -1.11006 2.52369
26 C 1.72849 -0.20968 3.44891
27 H -2.24256 2.82668 4.70743
28 H 0.60435 -3.79206 -2.34568
29 C 1.80460 2.48223 -2.28791
30 C -0.45352 -1.87218 3.86590
31 H 0.23588 2.59028 4.84132
32 C -2.27355 -4.56431 -2.34688
33 H 2.51200 1.03088 1.84634
34 S 0.63536 2.23076 2.49877
35 H -1.37516 -5.17221 -2.21908
36 H -2.27362 -4.18783 -3.37122
37 C 3.64127 2.51440 -3.81996
38 N 4.67345 0.26519 -1.10105
39 H 1.77238 3.62114 -4.07007
40 C -3.83202 1.08986 3.35818
41 C 2.05100 1.15678 2.83087
42 H -3.13811 -5.22655 -2.24210
43 H -0.28639 -0.21227 -4.58163
44 H -4.65150 0.93980 2.65067
45 C -0.30750 2.11925 4.01594
46 C -1.76115 -2.47066 3.34793
47 H 0.35329 -4.03246 -0.61965
48 S -2.86323 -1.32908 2.49146
49 O 1.95136 1.00779 -0.42219
50 H -0.70078 -2.50716 -3.78311
51 S -2.65873 2.11070 2.46301
52 C -1.05051 -1.67381 -3.16648
53 H 5.36284 1.35881 -3.37122
54 S -5.15051 4.19252 -1.81143
55 C -2.32831 -3.42314 -1.33574
56 H -2.42452 -0.07715 4.49384
57 H -4.22986 1.66920 4.19531
58 P -0.97315 -2.17298 -1.38298
59 H 1.96621 -1.66298 -1.77085
60 Rb -0.51105 0.78348 -0.21670
61 O -0.29403 3.30055 -2.88702
62 O 0.14952 3.00384 -0.69231
63 C -1.64976 2.82004 3.78867
64 C 3.82926 1.17002 -1.87230
65 H 2.76975 1.66519 3.47825
66 H 2.69293 -3.14589 -1.16905
67 N 0.51042 2.91579 -1.94867
68 C 0.52171 -3.26906 -1.38759
69 O 4.34035 -0.04139 0.02891
70 C -3.30190 -0.24980 3.86917
71 S -3.33909 0.92030 -1.69142
72 H -2.35301 -3.81661 -0.31464
73 C 1.81458 -2.50062 -1.08706

---

Entry 3:
The following is a quantum chemistry calculation of C20H33N4OPbSTe as an isolated structure, from the Open Molecules 2025 dataset.

## Properties
E_HOMO (alpha / beta): -12.98 / -12.98 eV
orbital gap (alpha / beta): 3.98 / 3.44 eV
net charge: +3
spin multiplicity: 1

Positions of all 61 atoms, in Å:
1 H -6.84298 6.55900 0.23007
2 C 0.68365 -10.10153 -0.23688
3 C 0.92020 4.79747 0.40620
4 C 2.90379 -11.06212 0.41920
5 H 1.96050 7.76246 1.63976
6 C -3.94258 3.72156 -0.41299
7 H -0.12146 4.81858 0.69246
8 H 0.87096 2.68714 -0.17795
9 H 5.27479 6.26580 0.26960
10 C 1.23246 3.68061 -0.53126
11 H 3.81014 2.36624 0.43463
12 H 0.22550 -11.09240 -0.16151
13 C -6.36839 5.66623 -0.18261
14 H -4.48533 5.42261 1.16103
15 H 4.29205 6.94327 1.93881
16 Te -0.98550 -6.16620 -1.01106
17 H 1.78720 -5.49933 0.15778
18 C 1.76015 -7.52347 -0.35621
19 H -6.77509 2.58525 0.86614
20 H 2.97543 3.55277 1.43255
21 S 1.33137 6.41932 -0.32289
22 O -7.41424 4.72928 -0.45078
23 H 0.75211 3.73617 -1.46946
24 H -6.31670 3.86605 -1.86503
25 C -1.64883 -9.44252 -0.82596
26 H 2.24922 -11.84923 0.08480
27 H 3.24205 5.47408 1.94957
28 C 0.36105 -7.80843 -0.55149
29 C 3.55905 3.41609 0.56516
30 H 1.32545 4.69916 1.41310
31 N 4.45455 5.75288 0.26671
32 C 3.60737 6.31997 1.35067
33 H -5.60934 1.94763 -0.43438
34 H -7.91393 2.91991 -1.40958
35 N -5.06242 3.68044 0.32072
36 H 3.00089 7.96735 0.15139
37 Pb 3.40396 5.54399 -1.87625
38 C -5.44287 5.04694 0.95143
39 N -2.87818 3.91095 -0.86802
40 H 5.44777 4.01352 -0.32209
41 H 5.36332 4.07797 1.42133
42 H 2.93683 2.86471 -1.34318
43 H -6.02803 4.80209 1.85124
44 C 4.81571 4.26177 0.53672
45 C 2.06355 -9.89990 0.06254
46 H 3.70301 -8.33811 0.17861
47 C 2.31444 -6.20788 -0.40463
48 H 2.09455 -5.67287 -1.43429
49 C -0.19361 -9.10135 -0.45994
50 H -1.77847 -10.45503 -0.48783
51 N 2.73393 3.62721 -0.69484
52 H 3.80439 -11.09614 -0.22340
53 H -1.80404 -9.40439 -1.89378
54 H -5.76362 5.96928 -1.08602
55 H -2.27650 -8.71882 -0.26926
56 C 2.50331 7.23207 0.81011
57 H 3.15793 -11.14911 1.48573
58 C -7.10390 3.58451 -1.10981
59 C 2.53152 -8.57683 0.03790
60 H 3.37935 -6.31691 -0.25936
61 C -6.07749 2.79023 0.04677

---

Entry 4:
The following is a quantum chemistry calculation of a 10-piece molecular cluster, C20H34Cl27N4O3S overall, from the Open Molecules 2025 dataset.

## Properties
E_HOMO: -11.64 eV
orbital gap: 8.50 eV
net charge: +1
spin multiplicity: 1

Positions of all 89 atoms, in Å:
1 S 5.65957 0.25698 -1.99193
2 Cl -6.29156 -3.54520 0.05731
3 H 4.52646 -1.03633 -3.23843
4 C -0.41222 -2.25437 3.96595
5 H -7.47767 2.28817 -1.20626
6 C 6.65284 -2.37927 -5.70763
7 Cl -8.57108 -5.30982 0.39485
8 C 5.88677 3.94927 5.68023
9 C -1.30859 0.06376 3.43664
10 H -0.04081 -3.13233 3.47046
11 Cl -0.43476 4.63338 -5.91264
12 O 6.85872 1.02517 -2.19350
13 C 0.40186 -0.95683 -1.49170
14 C -4.64556 -3.31106 4.00389
15 C -7.99355 -3.65053 0.53241
16 Cl -5.22892 -4.94132 4.33032
17 H -3.94769 -3.35840 3.17893
18 Cl -7.89021 0.99128 0.69471
19 C -1.03345 -1.90901 0.76848
20 C -1.19793 -1.39859 3.02690
21 H -0.43135 0.62495 3.17364
22 H 2.85883 0.30741 -0.16084
23 O 5.16487 -0.34791 -3.40892
24 H 3.22181 -0.47834 -1.63940
25 H 0.46164 -1.68532 4.25199
26 N 1.02344 -1.75395 -0.45453
27 H 5.78231 -0.43932 1.72069
28 C 1.85064 1.12882 -1.84079
29 Cl -5.91520 0.55058 -1.39677
30 C -1.05785 -1.40509 -1.63149
31 H -1.49158 0.06987 4.49995
32 C -6.50868 3.07408 -4.72749
33 Cl -0.55026 1.97879 -4.73663
34 C 1.77836 2.83528 4.87805
35 N -1.80037 -1.80067 1.97338
36 Cl 5.37886 2.42457 6.41420
37 Cl 1.24566 3.99991 -3.63618
38 H -1.01086 -2.47295 -1.70996
39 Cl 4.48230 1.33450 2.54405
40 Cl 6.84965 -1.78014 -7.35430
41 Cl -3.79820 -2.66607 5.41593
42 H 2.01212 -1.61842 -0.42179
43 H 0.90866 -2.24757 1.50802
44 H -0.24656 1.01478 -1.90831
45 Cl -8.99147 -2.56032 -0.42550
46 O 5.89457 -0.85063 -1.08650
47 H -6.26264 2.03073 -4.86174
48 H -1.06179 -2.94538 0.46216
49 C 0.53920 0.56030 -1.32037
50 C 0.42760 -1.53849 0.86603
51 H 4.67912 1.66912 -0.39873
52 H 0.39569 0.91843 -0.30948
53 C 0.48209 3.37041 -5.10121
54 Cl -5.98281 -2.26002 3.53934
55 Cl 4.70668 4.47315 4.47226
56 H 0.60938 -0.52692 1.20645
57 Cl 5.05391 -3.11426 -5.50160
58 H 6.72904 -1.54168 -5.02974
59 C 4.35103 1.35058 -1.36639
60 H -2.68383 -1.41969 -0.34426
61 H 1.85550 2.17211 -1.57764
62 Cl -8.73412 0.51456 -2.04875
63 H -2.20790 0.43377 2.98283
64 H 1.26271 3.03913 -5.77042
65 H 6.83170 3.78859 5.18304
66 Cl 6.10856 5.19232 6.90783
67 Cl -6.17499 3.50627 -3.04486
68 H 2.72929 2.68858 4.38863
69 H -2.57412 -1.33552 -2.89940
70 C 3.08732 0.49979 -1.19549
71 H 0.85800 -1.22299 -2.42943
72 Cl 7.92084 -3.53535 -5.30604
73 Cl 5.22655 -1.12811 3.88843
74 Cl 1.97765 4.09330 6.09263
75 H 1.92399 1.09906 -2.91393
76 C 4.89475 -0.36890 2.33638
77 H -0.95514 -2.52271 4.85252
78 Cl 3.56968 -1.19414 1.50633
79 N -1.70299 -0.85082 -2.76604
80 Cl 1.30765 1.30416 5.62719
81 Cl -8.21791 3.29020 -5.09537
82 H -8.06671 -3.35029 1.56781
83 C -7.50602 1.23081 -1.01040
84 H -1.68975 -0.13949 -0.04339
85 Cl -5.50713 4.02357 -5.82030
86 H 4.21165 2.16016 -2.05662
87 H -1.91316 0.12519 -2.65048
88 N -1.71787 -1.11822 -0.30977
89 Cl 0.59574 3.31691 3.65251